Below is a cluster of 2 separate species, C10H13O2 in total in a non-equilibrium geometry, with properties calculated with ωB97M-V with the def2-TZVPD basis set.

Atoms and positions in Å:
1 C -1.344 1.890 -1.066
2 C -2.329 0.648 -1.195
3 C -0.057 1.592 -1.841
4 O -0.297 1.349 -3.069
5 O 1.091 1.657 -1.392
6 H -2.037 2.860 -1.153
7 H -0.867 1.918 -0.003
8 H -3.358 0.756 -0.839
9 H -1.888 -0.327 -0.968
10 H -2.531 0.664 -2.123
11 C 1.155 0.929 2.465
12 C 1.599 -1.467 1.633
13 C 0.677 -0.394 1.987
14 C 1.478 -2.278 0.563
15 C -0.550 -0.680 1.515
16 C 0.119 -2.562 0.090
17 C -0.857 -1.764 0.646
18 H 2.508 -1.468 2.270
19 H 2.301 -2.732 0.020
20 H 1.907 1.037 3.277
21 H 0.372 1.571 2.829
22 H -1.517 -0.102 1.855
23 H -0.208 -3.293 -0.725
24 H -1.933 -2.062 0.730
25 H 1.554 1.654 1.737

Results
E_HOMO (eV): -3.50
Total charge: -1
Total energy (eV): -14674.2012
Multiplicity: 1
Orbital gap (eV): 6.95

Atomic partial charges in e from the natural (NBO) method, atoms 1 to 8: -0.501 -0.601 0.730 -0.815 -0.764 0.198 0.181 0.168

***

Below is an isolated molecule of C3H7P in a non-equilibrium geometry, with properties calculated with ωB97M-V with the def2-TZVPD basis set.

Atoms and positions in Å:
1 C 1.128 -0.693 0.035
2 C -0.041 0.004 -0.508
3 C -0.717 1.202 0.076
4 P -1.776 -0.415 0.045
5 H 1.994 -0.160 -0.187
6 H 1.151 -1.662 -0.487
7 H 1.125 -0.774 1.084
8 H 0.141 -0.144 -1.747
9 H -0.500 1.704 1.049
10 H -0.828 1.914 -0.672
11 H -1.677 -0.976 1.313

Results
E_HOMO (eV): -9.04
SMILES: C[C@@H]1CP1
Total energy (eV): -12511.1116
Multiplicity: 1
Orbital gap (eV): 10.27

Atomic partial charges in e from the natural (NBO) method, atoms 1 to 8: -0.612 -0.417 -0.624 0.379 0.205 0.211 0.204 0.230

***

Below is a structure of composition C33H40BiClN5O10Se in a non-equilibrium geometry, with properties calculated with ωB97M-V with the def2-TZVPD basis set.

Atoms and positions in Å:
1 Bi 3.339 -0.009 -0.100
2 O 3.603 1.859 -2.619
3 C 4.903 1.841 -3.184
4 C 5.807 0.715 -2.660
5 N 5.898 0.532 -1.214
6 C 6.378 1.792 -0.532
7 C 5.201 2.644 -0.028
8 O 5.309 3.875 -0.035
9 O 4.298 1.982 0.672
10 C 6.577 -0.714 -0.863
11 C 6.107 -1.440 0.426
12 O 6.831 -2.242 1.011
13 O 4.902 -1.209 0.877
14 H 3.179 0.958 -2.860
15 H 5.329 2.852 -2.941
16 H 4.854 1.823 -4.316
17 H 6.831 0.912 -3.091
18 H 5.424 -0.239 -3.088
19 H 6.808 2.422 -1.283
20 H 7.108 1.509 0.260
21 H 7.742 -0.590 -0.751
22 H 6.450 -1.460 -1.683
23 O -0.656 -1.726 4.323
24 C -0.088 -0.601 4.725
25 O -0.036 -0.310 5.899
26 C 0.585 0.239 3.673
27 C 0.602 1.604 3.661
28 Cl 0.534 2.632 4.957
29 N 0.865 2.044 2.402
30 N 1.092 1.012 1.587
31 C 0.939 -0.147 2.302
32 C 1.158 -1.433 1.760
33 O 0.520 -2.468 2.155
34 O 1.935 -1.514 0.724
35 C 0.802 3.394 1.876
36 C 1.825 3.931 0.997
37 C 1.541 5.104 0.342
38 C 0.234 5.641 0.460
39 C -0.555 5.316 1.524
40 C -0.336 4.137 2.218
41 H -0.292 -2.061 3.431
42 H 2.715 3.344 0.903
43 H 2.108 5.523 -0.493
44 H -0.039 6.390 -0.299
45 H -1.381 5.968 1.799
46 H -1.101 3.789 2.973
47 C -2.582 -5.737 2.263
48 C -3.461 -5.178 1.089
49 C -2.740 -4.966 -0.234
50 C -1.740 -3.787 -0.226
51 N -2.387 -2.453 -0.409
52 C -2.343 -1.747 -1.613
53 Se -1.460 -2.237 -3.110
54 N -3.050 -0.602 -1.395
55 C -3.350 0.526 -2.302
56 C -4.826 0.629 -2.635
57 C -5.311 2.075 -2.814
58 C -6.799 2.354 -2.742
59 C -3.464 -0.540 -0.035
60 C -4.258 0.414 0.618
61 C -4.135 0.361 2.027
62 C -3.744 -0.826 2.666
63 C -3.101 -1.863 1.962
64 C -2.992 -1.718 0.593
65 H -3.086 -5.910 3.185
66 H -1.758 -4.999 2.598
67 H -2.055 -6.699 2.072
68 H -3.974 -4.248 1.332
69 H -4.282 -5.912 0.919
70 H -3.378 -4.789 -1.098
71 H -2.077 -5.841 -0.473
72 H -1.077 -3.805 -1.099
73 H -1.065 -3.773 0.685
74 H -2.774 0.316 -3.168
75 H -2.955 1.423 -1.849
76 H -5.413 0.144 -1.834
77 H -5.167 0.095 -3.525
78 H -4.976 2.494 -3.799
79 H -4.773 2.767 -2.116
80 H -7.294 1.710 -3.467
81 H -7.059 3.342 -3.086
82 H -7.243 2.192 -1.706
83 H -4.829 1.149 0.072
84 H -4.304 1.285 2.636
85 H -3.746 -0.815 3.757
86 H -2.629 -2.694 2.424
87 C 2.326 -1.977 -2.432
88 O 3.108 -0.851 -2.079
89 H 2.068 -2.583 -1.562
90 H 2.815 -2.744 -3.027
91 H 1.486 -1.601 -2.964

Results
E_HOMO (eV): -5.58
Total charge: -1
Total energy (eV): -146506.7220
Multiplicity: 1
Orbital gap (eV): 7.68

Atomic partial charges in e from the Löwdin method, atoms 1 to 8: 2.051 -0.135 -0.256 -0.209 -0.209 -0.062 -0.630 0.015

***

Below is a structure of composition C5H7FN in a non-equilibrium geometry, with properties calculated with ωB97M-V with the def2-TZVPD basis set.

Atoms and positions in Å:
1 C -0.572 -1.299 -0.327
2 C 1.327 -0.982 -0.802
3 C -2.050 0.219 0.646
4 C 1.561 0.323 -0.228
5 C 0.207 0.887 0.248
6 N -0.879 -0.113 0.175
7 F 2.138 -1.868 -1.227
8 H -1.161 -2.092 -0.723
9 H -2.197 1.173 1.118
10 H -2.876 -0.470 0.590
11 H 2.285 0.258 0.601
12 H 2.023 0.988 -0.971
13 H 0.287 1.243 1.280
14 H -0.093 1.732 -0.381

Results
E_HOMO (alpha / beta) (eV): -12.62 / -13.61
Total charge: +1
Total energy (eV): -9493.7829
Multiplicity: 1
Orbital gap (alpha / beta) (eV): 6.77 / 8.92

Atomic partial charges in e from the natural (NBO) method, atoms 1 to 8: 0.026 0.590 -0.030 -0.583 -0.206 -0.311 -0.238 0.251

***

Below is a cluster of 2 separate species, C2H2F2 in total in a non-equilibrium geometry, with properties calculated with ωB97M-V with the def2-TZVPD basis set.

Atoms and positions in Å:
1 C -1.075 1.060 -0.135
2 C 1.327 -0.146 -1.104
3 F -0.841 0.468 1.012
4 F 0.951 -1.230 -0.525
5 H 1.965 0.423 -0.342
6 H 0.523 0.348 -1.807

Results
E_HOMO (alpha / beta) (eV): -8.75 / -8.59
Total energy (eV): -7534.2073
Multiplicity: 1
Orbital gap (alpha / beta) (eV): 8.72 / 7.78

The net atomic charges from natural (NBO), expressed in e, are: 0.338 0.051 -0.358 -0.326 0.142 0.154

***

Below is a structure of composition C6H18CuO7P in a non-equilibrium geometry, with properties calculated with ωB97M-V with the def2-TZVPD basis set.

Atoms and positions in Å:
1 Cu -13.262 12.139 21.392
2 O -14.337 15.083 22.463
3 H -14.181 15.892 21.938
4 O -15.690 10.227 23.269
5 H -16.483 9.771 22.926
6 O -10.383 11.694 23.110
7 H -9.667 11.387 22.520
8 C -16.609 14.317 14.175
9 C -16.669 13.609 15.509
10 O -15.545 13.913 16.279
11 P -14.149 13.036 16.107
12 O -13.356 12.746 17.300
13 O -13.365 13.643 14.808
14 C -12.089 14.081 15.024
15 C -11.130 13.296 14.123
16 O -14.726 11.684 15.487
17 C -13.916 10.461 15.571
18 C -14.456 9.690 16.803
19 H -15.853 13.877 13.525
20 H -17.584 14.260 13.691
21 H -16.457 15.392 14.261
22 H -17.453 14.033 16.135
23 H -17.055 12.590 15.478
24 H -12.198 15.091 14.629
25 H -11.817 14.087 16.079
26 H -11.583 12.895 13.216
27 H -10.182 13.783 13.896
28 H -10.943 12.395 14.707
29 H -14.308 9.846 14.762
30 H -12.842 10.642 15.528
31 H -15.338 9.071 16.642
32 H -13.761 8.964 17.225
33 H -14.718 10.411 17.578

Results
E_HOMO (eV): -0.26
Total charge: -2
Total energy (eV): -74769.1715
Multiplicity: 1
Orbital gap (eV): 3.94

Atomic partial charges in e from the natural (NBO) method, atoms 1 to 8: 0.841 -1.318 0.378 -1.334 0.375 -1.316 0.376 -0.636